[1]
{"formula": "C12H12BrP", "method": "wB97M-V/def2-TZVPD", "symbols": ["C", "C", "C", "P", "C", "C", "C", "C", "C", "C", "C", "Br", "C", "C", "H", "H", "H", "H", "H", "H", "H", "H", "H", "H", "H", "H"], "positions_angstrom": [[1.06, -1.22, -2.72], [0.25, -0.23, -1.92], [0.84, 0.69, -1.08], [-0.32, 1.69, -0.27], [0.14, 1.12, 1.43], [0.26, -0.27, 1.64], [0.67, -0.71, 2.85], [0.99, 0.19, 3.91], [0.88, 1.55, 3.68], [0.51, 1.99, 2.44], [-1.65, 0.56, -0.93], [-3.44, 0.99, -0.62], [-1.17, -0.27, -1.85], [-1.97, -1.02, -2.82], [0.75, -2.20, -2.69], [2.17, -1.08, -2.46], [1.02, -1.01, -3.90], [1.93, 0.63, -0.91], [0.02, -1.02, 0.89], [0.93, -1.83, 3.08], [1.29, -0.03, 4.98], [1.11, 2.23, 4.46], [0.34, 3.08, 2.31], [-1.57, -2.08, -2.93], [-2.01, -0.60, -3.82], [-3.00, -1.15, -2.74]], "smiles": "Cc1cp(-c2ccccc2)c(Br)c1C", "homo_lumo_gap_ev": 8.619, "relative_energy_kj_mol": 0.00, "charge": 0, "energy_ev": -91968.0857, "molar_mass_g_mol": 267.11}



[2]
{"formula": "C12H12Cl2O", "method": "wB97M-V/def2-TZVPD", "symbols": ["Cl", "C", "C", "C", "C", "C", "C", "C", "C", "C", "Cl", "C", "C", "C", "O", "H", "H", "H", "H", "H", "H", "H", "H", "H", "H", "H", "H"], "positions_angstrom": [[2.75, 1.07, -1.25], [1.46, 1.54, -0.08], [1.20, 2.90, -0.01], [0.47, 3.34, 1.04], [-0.05, 2.44, 1.93], [-0.05, 1.12, 1.79], [0.79, 0.54, 0.82], [1.00, -0.98, 0.85], [0.30, -1.73, -0.34], [-1.22, -1.77, -0.27], [-1.82, -3.42, 0.25], [-2.24, -0.63, -0.35], [-1.84, -1.26, -1.65], [1.06, -2.02, -1.69], [1.04, -2.94, -0.51], [1.58, 3.69, -0.64], [0.32, 4.37, 1.25], [-0.47, 2.84, 2.76], [-0.58, 0.49, 2.47], [2.00, -1.24, 0.96], [0.62, -1.29, 1.81], [-1.80, 0.32, -0.03], [-3.32, -0.78, -0.02], [-1.32, -0.58, -2.29], [-2.37, -2.19, -2.25], [0.48, -2.37, -2.60], [1.99, -1.45, -1.94]], "smiles": "Clc1ccccc1C[C@@]1(C2(Cl)CC2)CO1", "homo_lumo_gap_ev": 9.832, "relative_energy_kj_mol": 44.93, "charge": 0, "energy_ev": -39726.8700, "molar_mass_g_mol": 243.13}



[3]
{"formula": "C12H12ClP", "method": "wB97M-V/def2-TZVPD", "symbols": ["C", "C", "C", "C", "C", "C", "C", "C", "C", "C", "C", "C", "P", "Cl", "H", "H", "H", "H", "H", "H", "H", "H", "H", "H", "H", "H"], "positions_angstrom": [[1.36, 2.80, 0.04], [0.29, 2.72, 0.92], [1.36, 2.04, -1.12], [-0.79, 1.91, 0.63], [0.28, 1.24, -1.41], [-0.81, 1.17, -0.54], [1.45, -1.39, 0.32], [0.56, -0.97, 1.38], [1.01, -2.14, -0.69], [-0.76, -1.26, 1.31], [-0.40, -2.64, -0.75], [-1.32, -1.90, 0.17], [-2.17, 0.07, -1.05], [-3.60, 0.55, 0.26], [2.19, 3.45, 0.27], [0.29, 3.31, 1.83], [2.19, 2.10, -1.80], [-1.63, 1.86, 1.32], [0.27, 0.64, -2.32], [2.48, -1.07, 0.37], [0.98, -0.44, 2.22], [1.68, -2.47, -1.48], [-1.43, -0.92, 2.09], [-0.76, -2.62, -1.78], [-0.40, -3.70, -0.45], [-2.31, -2.33, 0.28]], "homo_lumo_gap_ev": 6.950, "relative_energy_kj_mol": 0.00, "charge": 0, "energy_ev": -34448.7616, "molar_mass_g_mol": 222.66}